# 1
# C37H79CoF12N4O5P2V

A molecular structure, C37H79CoF12N4O5P2V at a distorted geometry (ωB97M-V with the def2-TZVPD basis set, the OMol25 dataset).

Structure (XYZ):
```
141
Properties=species:S:1:pos:R:3
V 4.278 -0.505 8.938
Co 3.641 -3.258 6.134
P 2.505 -5.500 6.951
F 2.626 -4.110 7.880
F 4.045 -5.214 6.635
F 2.881 -6.289 8.304
F 2.553 -6.864 6.033
F 0.903 -5.544 7.355
F 2.361 -4.555 5.619
P 4.863 0.963 5.463
F 3.894 2.129 6.064
F 3.766 -0.204 5.880
F 4.134 1.078 3.920
F 5.920 -0.167 4.958
F 5.943 2.161 5.271
F 5.423 0.834 7.023
C 6.151 -2.790 7.245
O 4.904 -2.222 7.550
H 7.062 -2.203 7.365
H 6.137 -3.722 7.809
H 6.180 -3.121 6.207
C 3.312 -1.199 1.646
C 2.815 -2.421 2.566
C 2.145 -3.528 1.667
C 3.069 -4.537 0.948
C 4.032 -5.093 1.871
C 4.827 -4.060 2.706
N 3.894 -3.197 3.360
O 4.516 -2.377 4.289
C 5.589 -4.982 3.731
C 5.921 -3.300 1.918
C 1.623 -1.901 3.491
H 3.769 -1.626 0.754
H 4.083 -0.553 2.067
H 2.645 -0.404 1.314
H 1.397 -4.049 2.265
H 1.687 -2.967 0.852
H 3.613 -4.041 0.144
H 2.318 -5.200 0.521
H 4.649 -5.874 1.426
H 3.407 -5.771 2.453
H 4.867 -5.427 4.416
H 6.214 -5.777 3.324
H 6.238 -4.372 4.358
H 6.916 -3.617 2.232
H 5.780 -3.573 0.873
H 5.801 -2.217 1.884
H 0.865 -1.381 2.904
H 2.041 -1.154 4.166
H 1.109 -2.668 4.070
H 4.923 -1.646 3.817
C 9.481 -7.539 10.187
C 8.236 -6.976 10.886
C 7.364 -6.284 9.860
C 6.575 -7.060 8.858
C 5.731 -7.949 9.787
C 6.581 -8.863 10.689
N 7.409 -8.042 11.595
O 8.105 -8.812 12.583
C 5.574 -9.615 11.575
C 7.272 -9.900 9.837
C 8.748 -5.894 11.862
H 10.417 -6.982 10.153
H 9.237 -7.813 9.160
H 9.767 -8.514 10.581
H 6.725 -5.583 10.396
H 8.070 -5.667 9.303
H 7.110 -7.706 8.163
H 5.887 -6.497 8.227
H 5.096 -8.574 9.160
H 5.089 -7.349 10.432
H 6.026 -10.382 12.204
H 4.972 -8.964 12.208
H 4.795 -10.138 11.021
H 7.523 -10.800 10.398
H 6.599 -10.173 9.025
H 8.200 -9.577 9.364
H 9.576 -6.279 12.457
H 8.069 -5.589 12.659
H 8.997 -4.936 11.406
H 7.516 -8.531 13.288
C 12.490 -5.555 3.198
C 12.466 -4.832 4.499
C 12.061 -3.342 4.274
C 10.584 -3.213 4.011
C 9.821 -3.667 5.268
C 10.159 -5.107 5.716
N 11.637 -5.436 5.648
O 12.018 -6.663 6.096
C 9.768 -5.093 7.216
C 9.223 -6.167 5.079
C 13.924 -4.730 5.062
H 11.546 -5.438 2.666
H 12.698 -6.624 3.239
H 13.290 -5.105 2.610
H 12.217 -2.612 5.069
H 12.419 -2.909 3.340
H 10.171 -3.646 3.100
H 10.357 -2.148 3.957
H 8.753 -3.633 5.050
H 9.800 -2.860 6.001
H 10.161 -6.053 7.551
H 10.255 -4.384 7.886
H 8.700 -4.875 7.191
H 9.451 -7.132 5.531
H 8.153 -5.995 5.198
H 9.482 -6.231 4.022
H 14.114 -5.786 5.254
H 14.091 -4.299 6.049
H 14.723 -4.304 4.455
H 12.418 -6.479 6.949
C 4.038 -3.113 10.856
C 5.020 -2.255 11.787
C 6.366 -2.942 11.799
C 7.561 -2.280 12.419
C 7.721 -0.905 11.798
C 6.389 -0.068 11.750
N 5.195 -0.862 11.328
O 3.969 -0.065 11.200
C 6.238 0.577 13.121
C 6.637 0.933 10.612
C 4.447 -2.104 13.281
H 3.711 -2.452 10.053
H 3.118 -3.426 11.349
H 4.560 -4.010 10.526
H 6.313 -3.977 12.135
H 6.637 -3.154 10.764
H 8.477 -2.856 12.285
H 7.406 -2.149 13.490
H 7.972 -1.210 10.782
H 8.540 -0.415 12.324
H 6.838 1.487 13.101
H 5.241 0.927 13.388
H 6.615 -0.104 13.884
H 7.498 1.572 10.810
H 6.760 0.390 9.676
H 5.896 1.713 10.434
H 4.318 -3.097 13.712
H 3.547 -1.495 13.196
H 5.129 -1.535 13.912
H 3.661 -0.050 12.109
```

As for the HOMO energy (alpha / beta): -0.22521 / -0.30262 Eh. The multiplicity is 8. The calculation puts the total energy at -6260.28694 a.u. The HOMO-LUMO gap (alpha / beta) comes out at 6.3 / 7.2 eV. The LUMO energy (alpha / beta) is 0.19 / -1.07 eV.

---

# 2
# C37H82FN5O8

5 unconnected molecules or ions with the total composition C37H82FN5O8 at a distorted geometry (ωB97M-V with the def2-TZVPD basis set, the OMol25 dataset).

Structure (XYZ):
```
133
Properties=species:S:1:pos:R:3
C 3.609 0.179 3.902
C 5.068 0.773 3.734
C 6.198 -0.240 4.176
C 6.623 -1.140 2.948
C 7.841 -0.548 2.128
C 7.855 -1.353 0.761
C 8.664 -0.642 -0.377
C 7.950 0.645 -0.948
C 6.407 0.670 -0.655
C 5.622 -0.435 -1.434
C 4.161 -0.631 -0.871
C 3.761 -2.148 -0.679
C 2.475 -2.150 0.267
C 1.144 -2.501 -0.485
C 0.051 -1.366 -0.369
C -0.526 -1.226 1.081
N 0.441 -0.828 2.118
C -1.800 -0.314 0.966
C -1.382 1.099 0.404
C -2.666 1.691 -0.337
C -2.882 3.229 -0.084
C -2.693 4.135 -1.366
C -0.070 1.174 -0.441
O -0.347 2.133 -1.472
C 1.144 1.837 0.347
C 0.838 3.305 0.825
N 0.766 3.333 2.316
N 0.452 -0.089 -1.033
C 0.179 -0.245 -2.511
N 1.221 0.448 -3.315
C 2.117 -0.561 -3.947
H 3.599 -0.751 4.523
H 2.988 0.973 4.387
H 3.206 -0.003 2.871
H 5.193 1.704 4.332
H 5.249 1.012 2.654
H 5.742 -0.949 4.941
H 7.096 0.274 4.599
H 6.926 -2.154 3.316
H 5.729 -1.230 2.285
H 7.719 0.547 1.944
H 8.822 -0.693 2.635
H 8.382 -2.316 0.981
H 6.811 -1.618 0.483
H 9.654 -0.324 0.046
H 8.921 -1.356 -1.203
H 8.468 1.552 -0.545
H 8.100 0.675 -2.054
H 6.045 1.677 -0.999
H 6.250 0.640 0.447
H 5.584 -0.114 -2.506
H 6.132 -1.426 -1.412
H 3.448 -0.105 -1.568
H 4.124 -0.069 0.101
H 4.598 -2.647 -0.144
H 3.529 -2.600 -1.671
H 2.468 -1.164 0.781
H 2.620 -2.932 1.056
H 1.338 -2.787 -1.551
H 0.684 -3.410 -0.023
H -0.808 -1.766 -0.974
H -0.898 -2.253 1.354
H 0.596 -1.634 2.724
H -0.027 -0.152 2.723
H -2.528 -0.821 0.278
H -2.309 -0.273 1.960
H -1.253 1.765 1.296
H -2.721 1.393 -1.405
H -3.530 1.181 0.168
H -3.912 3.437 0.303
H -2.202 3.573 0.740
H -3.547 4.824 -1.556
H -2.514 3.504 -2.270
H -1.784 4.780 -1.252
H 0.489 2.446 -1.843
H 1.543 1.187 1.156
H 1.976 1.933 -0.413
H -0.122 3.715 0.448
H 1.682 3.958 0.495
H 1.573 3.839 2.680
H -0.027 3.907 2.606
H 1.487 -0.046 -0.987
H 0.263 -1.321 -2.811
H -0.854 0.056 -2.786
H 0.692 0.932 -4.036
H 1.593 -1.141 -4.749
H 3.046 -0.091 -4.340
H 2.451 -1.305 -3.179
C -8.120 5.355 -3.256
C -6.766 5.151 -3.869
O -5.912 5.095 -2.739
C -6.674 4.600 -1.723
O -6.237 4.167 -0.707
O -7.997 4.656 -2.019
F -6.409 6.211 -4.635
H -8.335 6.408 -3.060
H -8.922 4.939 -3.863
H -6.667 4.229 -4.449
O 4.645 -1.101 6.874
H 4.256 -0.292 6.521
C -1.692 -3.039 6.415
C -0.652 -3.416 5.379
O -0.119 -2.249 4.753
H -2.504 -2.473 5.953
H -2.109 -3.927 6.892
H -1.255 -2.400 7.186
H -1.096 -4.037 4.599
H 0.169 -3.975 5.838
H 0.283 -1.708 5.442
C -6.662 -4.673 -2.966
O -6.991 -3.886 -1.833
C -5.879 -3.637 -0.978
C -5.508 -2.160 -1.005
N -4.923 -1.788 -2.292
C -4.765 -0.344 -2.470
C -6.041 0.504 -2.529
O -6.844 0.260 -3.674
C -7.768 -0.809 -3.537
H -7.589 -4.913 -3.488
H -6.011 -4.124 -3.653
H -6.181 -5.609 -2.667
H -5.021 -4.268 -1.228
H -6.197 -3.897 0.036
H -4.787 -1.956 -0.208
H -6.419 -1.585 -0.801
H -5.513 -2.138 -3.036
H -4.227 -0.204 -3.413
H -4.117 0.041 -1.679
H -5.726 1.550 -2.607
H -6.635 0.437 -1.612
H -8.125 -0.922 -2.511
H -7.329 -1.745 -3.890
H -8.626 -0.592 -4.177
```

As for the HOMO energy: -0.15325 Eh. The calculation puts the total energy at -2434.24708 a.u. The HOMO-LUMO gap comes out at 3.7 eV. The LUMO energy is -0.43 eV.

---

# 3
# C37H82N9O8

9 unconnected molecules or ions with the total composition C37H82N9O8 at a distorted geometry (ωB97M-V with the def2-TZVPD basis set, the OMol25 dataset).

Structure (XYZ):
```
136
Properties=species:S:1:pos:R:3
C -2.702 2.895 -3.975
N -1.887 2.915 -5.249
C -0.783 1.881 -5.261
C -1.219 0.697 -6.308
C -1.504 -0.739 -5.570
C -0.307 -1.241 -4.554
C -1.009 -1.312 -3.038
C -1.846 -2.752 -3.020
C 0.092 -1.289 -1.817
C 0.646 0.212 -1.430
C 2.314 0.279 -1.345
C 3.185 -0.431 -2.350
C 3.634 0.274 -3.773
C 3.717 -1.968 -2.015
H -2.757 3.982 -3.506
H -3.795 2.522 -4.252
H -2.291 2.195 -3.131
H -1.550 3.875 -5.490
H -0.506 1.517 -4.183
H 0.215 2.363 -5.704
H -2.283 1.038 -6.727
H -1.580 -1.575 -6.416
H -2.548 -0.793 -5.000
H 0.169 -2.281 -4.869
H 0.606 -0.472 -4.574
H -1.743 -0.373 -3.000
H -1.003 -3.591 -2.941
H -2.487 -2.841 -3.999
H -2.558 -2.799 -2.086
H 0.927 -2.069 -2.073
H -0.464 -1.703 -0.847
H 0.266 0.459 -0.327
H 0.210 1.071 -2.125
H 2.854 0.860 -0.456
H 4.615 -0.219 -4.210
H 2.806 0.137 -4.607
H 3.870 1.428 -3.613
H 4.807 -1.956 -1.583
H 2.970 -2.473 -1.246
H 3.611 -2.574 -3.028
C 5.213 2.012 1.859
O 4.741 2.585 0.886
N 4.598 1.882 3.087
C 5.227 1.186 4.190
C 3.284 2.459 3.281
H 6.207 1.537 1.822
H 4.589 0.349 4.489
H 5.340 1.880 5.027
H 6.210 0.803 3.905
H 2.590 2.013 2.563
H 3.337 3.536 3.098
H 2.929 2.275 4.299
C -2.219 -5.694 -6.379
O -1.832 -4.586 -6.030
N -2.756 -6.652 -5.547
C -3.191 -7.942 -6.041
C -2.890 -6.364 -4.134
H -2.164 -6.018 -7.432
H -4.256 -8.063 -5.824
H -2.621 -8.726 -5.533
H -3.032 -8.024 -7.120
H -3.528 -5.484 -4.009
H -1.901 -6.143 -3.720
H -3.328 -7.214 -3.606
C 2.424 3.238 6.802
O 1.952 3.812 5.829
N 1.810 3.108 8.029
C 2.438 2.412 9.133
C 0.496 3.685 8.224
H 3.418 2.763 6.765
H 1.800 1.576 9.432
H 2.552 3.107 9.970
H 3.422 2.029 8.848
H -0.199 3.239 7.505
H 0.549 4.762 8.041
H 0.140 3.502 9.242
C -2.202 -7.217 -0.691
O -2.297 -8.432 -0.579
N -2.880 -6.288 0.069
C -2.711 -4.863 -0.127
C -3.790 -6.749 1.097
H -1.537 -6.757 -1.442
H -2.341 -4.420 0.802
H -3.679 -4.425 -0.385
H -1.998 -4.659 -0.931
H -3.237 -7.360 1.815
H -4.567 -7.365 0.634
H -4.251 -5.902 1.613
C -6.425 0.998 -2.912
O -5.600 0.203 -2.480
N -6.830 2.153 -2.278
C -7.814 3.043 -2.859
C -6.257 2.489 -0.991
H -6.924 0.840 -3.882
H -7.361 4.029 -2.996
H -8.666 3.121 -2.177
H -8.161 2.669 -3.826
H -5.172 2.585 -1.099
H -6.470 1.682 -0.284
H -6.674 3.427 -0.616
C 6.036 2.765 7.831
O 5.288 2.192 7.049
N 6.547 4.035 7.664
C 7.428 4.642 8.640
C 6.192 4.787 6.479
H 6.370 2.285 8.765
H 6.965 5.560 9.011
H 8.380 4.880 8.156
H 7.611 3.966 9.480
H 5.105 4.906 6.445
H 6.513 4.229 5.594
H 6.670 5.770 6.488
C 8.081 4.429 2.884
O 7.206 4.844 3.634
N 9.134 3.620 3.255
C 10.129 3.171 2.303
C 9.251 3.204 4.637
H 8.089 4.683 1.812
H 10.123 2.078 2.275
H 11.112 3.526 2.626
H 9.919 3.557 1.302
H 8.350 2.652 4.921
H 9.333 4.093 5.270
H 10.130 2.570 4.777
C -10.591 -0.518 -3.934
O -10.078 0.500 -4.382
N -9.929 -1.508 -3.239
C -10.611 -2.684 -2.742
C -8.508 -1.369 -2.997
H -11.666 -0.725 -4.061
H -10.501 -2.724 -1.655
H -10.157 -3.572 -3.191
H -11.675 -2.659 -2.995
H -8.331 -0.451 -2.430
H -7.989 -1.295 -3.958
H -8.126 -2.227 -2.438
```

As for the HOMO energy: -0.02230 Eh. The total charge is -1. The calculation puts the total energy at -2553.24006 a.u. The HOMO-LUMO gap comes out at 2.0 eV. The LUMO energy is 1.39 eV.